A molecular structure, C48H120N8O24 in a non-equilibrium geometry, computed with ωB97M-V/def2-TZVPD.

Output
**Charge**: 0
**Energy relative to the best compared isomer or geometry (same formula, charge and spin)**: 0.000 eV
**Frontier orbital gap**: 0.2411 hartree
**HOMO level**: -6.84 eV
**E**: -112782.6299 eV

```
200
Properties=species:S:1:pos:R:3:forces:R:3
O -5.62130 -5.57572 -1.51727 -0.1 0.2 0.9
H -2.64757 -1.16237 -3.28717 -0.5 -0.3 0.1
H 0.99572 -2.38403 5.56105 0.5 -0.2 0.5
O -0.87853 4.15828 2.16836 0.5 0.1 0.3
H -6.20832 3.95663 -0.21203 0.2 -0.5 0.3
H 0.73415 3.50202 -3.97701 -0.6 -0.4 0.4
N -1.02152 1.42856 0.49765 0.2 0.0 -1.0
H -5.78714 -4.48363 1.52300 -0.3 -0.2 0.2
H -4.80850 4.78884 -3.59288 -0.7 -0.6 0.4
H 5.69016 -2.78445 -1.55572 -0.5 -1.6 0.3
H 0.91045 -3.04872 0.56625 -0.3 -0.4 0.4
H 5.04778 -2.62676 0.67208 -0.6 -0.5 0.2
C 2.43701 2.51884 7.34508 -0.4 -1.7 0.3
H -0.74008 4.13174 -0.98851 0.4 0.7 -0.1
C 2.71991 -2.29760 -4.98576 0.0 0.0 -0.7
H 4.25518 1.79318 0.70239 0.1 0.4 0.1
H 1.16548 4.48894 5.37434 0.4 0.0 -0.2
H -7.18332 -4.20611 0.43328 -0.2 -0.2 0.3
C 4.37626 -3.25847 0.06016 1.7 1.6 -0.8
H 2.24725 3.13655 2.09647 0.2 0.6 -0.6
H -2.13093 -1.04838 1.12446 0.0 -0.1 -0.6
O -2.05410 -1.82665 -5.10076 -0.5 -0.8 0.3
H -2.52001 7.42732 2.52804 -0.8 0.8 -1.4
H 0.51231 -0.89140 0.61384 0.0 -0.2 0.8
H -3.87965 3.70187 3.25077 -0.5 0.1 -0.4
H 1.00440 2.71942 5.46107 0.2 0.4 -0.1
H -2.33908 1.47003 3.53887 0.2 0.3 -0.4
C 0.44841 2.52024 -3.53238 1.1 0.3 -1.6
H -3.44171 -5.17253 4.61076 -0.4 1.2 -1.0
H 3.26295 -0.29688 3.41365 0.5 0.5 0.1
N 4.04932 -4.06604 -5.91784 1.5 -1.3 0.5
C -7.50261 1.78821 -0.25674 0.6 -1.4 0.8
N 2.76450 -0.67087 4.24947 -1.9 -1.9 -1.1
H 3.03951 2.29954 4.30430 -0.2 0.8 -0.2
H 3.84065 -4.49376 -4.02002 -0.3 -0.6 0.6
O -1.36085 -3.92523 4.05183 -0.2 0.6 -0.6
H -8.15105 2.65192 -0.03333 -0.2 -0.6 -0.1
H 3.42851 -5.19751 0.06422 0.1 0.3 0.3
H -0.12076 -1.43301 -5.37140 0.9 -0.5 -1.0
O -2.67206 3.74394 0.91475 0.3 0.3 0.7
C -5.60149 3.09980 -0.58266 -1.2 1.2 -1.3
H 1.55514 5.90306 -2.05593 0.2 -0.5 -0.1
H 1.64438 -1.47174 2.16446 0.3 -0.3 0.1
C -4.75137 3.70459 -1.72299 0.1 -0.1 0.7
H 1.37789 2.26640 7.44651 -0.1 0.2 -0.1
H -0.90082 1.23279 1.52984 0.7 -0.4 -0.6
H -3.43317 -0.39657 -4.59266 -0.4 0.6 -0.5
O -6.50776 2.13845 -1.16680 1.2 0.8 0.0
H 1.65960 -5.53031 -1.57101 0.8 -0.7 0.0
H -2.15556 0.75299 5.11303 -0.1 0.1 0.7
O -4.53857 -3.92489 -0.48378 0.5 -0.7 -1.0
C 5.13425 0.13198 2.22270 0.3 1.8 1.1
O 3.33992 -2.05729 -3.73370 0.0 0.8 -0.5
C 1.45380 -2.22467 2.95184 -0.8 -0.6 0.4
H -0.65214 -0.92002 -3.80970 -0.6 0.2 -1.0
C 2.11373 -6.42725 -2.05739 -1.1 1.1 -1.0
H 3.74692 -2.90792 -8.25078 0.4 0.4 -0.4
H -4.05338 4.40470 -1.29705 -0.1 0.7 0.6
H -6.24526 -2.28976 -3.16378 -0.5 -0.6 -0.4
H 1.91342 -3.87399 5.37455 0.1 0.2 -0.2
C -3.67595 -4.43453 3.77492 0.6 0.7 1.0
H 0.86076 7.41358 -2.30290 -0.3 0.6 0.6
O 1.67607 2.11622 -0.81964 1.3 0.3 0.9
C 2.45758 -2.16666 4.06476 1.4 0.7 0.5
H -6.66720 -5.90993 0.78071 -0.5 -0.1 0.5
C -0.32848 0.69961 3.99061 1.3 0.6 -1.1
H 3.17290 5.20144 3.32958 0.0 0.2 0.5
H 1.83817 -0.16541 4.31573 0.5 0.0 0.7
H 4.82019 2.97416 -0.51034 0.2 0.7 0.1
H -0.59311 4.51723 0.64364 0.4 0.6 -0.3
H 2.89575 -1.84795 0.39365 -0.6 -0.3 0.0
O 0.17524 0.92360 2.79768 -0.8 -0.5 1.8
H -1.26532 7.90504 -0.89731 -0.4 -0.6 0.0
H 1.29028 -7.07957 -2.27332 -0.2 -0.7 0.1
O -1.45674 3.10066 -2.28512 0.3 -0.2 -0.6
H -5.68900 -0.78993 -3.90875 -0.3 0.1 0.2
C 6.43607 0.85048 1.79212 0.1 -0.6 -1.4
H 0.45239 -2.01171 3.34420 -0.2 -0.1 -0.1
O -3.43953 -0.06857 -0.16229 -1.3 0.2 0.4
O 2.67494 3.49876 6.39407 0.1 0.6 0.4
O 3.48650 -4.88383 -3.15190 0.7 0.3 -0.2
H 3.38734 -2.59763 3.65284 -0.2 0.1 0.4
H 2.73722 2.87762 8.31114 0.5 0.1 0.4
H 0.92801 3.80031 2.87453 0.2 -0.6 -0.1
H -2.61313 2.88363 -2.36809 -0.2 0.9 0.8
N 5.36014 -3.67878 -1.09901 -1.6 1.0 -0.4
H -2.11328 6.22540 -0.97328 0.3 0.9 0.2
C 2.55653 3.29030 4.12903 1.4 -0.1 -0.1
H 1.34166 2.11454 2.99854 -0.8 0.8 -0.3
H 4.86602 -7.02753 0.99143 -0.6 -1.7 -1.2
C 0.59737 6.40433 -2.01622 0.2 -0.4 -0.5
H -2.64594 8.68827 1.11964 0.1 -0.3 0.4
H 3.27599 -4.68735 -5.83152 -0.6 -0.8 -0.5
N -3.73564 -3.48930 -3.44172 1.3 -1.8 0.0
H 6.12549 -4.23028 -0.73833 0.2 -0.1 0.4
H 4.10527 3.85677 2.88295 0.9 0.0 0.1
H 6.19400 -6.65122 2.10785 0.1 0.0 -0.4
H -3.72771 0.04219 1.86084 -0.3 -0.5 0.0
C 1.73718 3.54405 5.35490 -0.6 -0.4 0.1
H 2.02468 -3.12245 -4.83287 -0.2 -0.1 0.0
C 0.21442 -0.55387 -0.34850 0.1 -0.2 -2.1
C 3.26272 -2.39421 -0.47175 0.7 0.2 -0.4
C -6.36425 -4.87963 0.69049 0.7 0.3 -0.9
H 0.77439 4.28208 -0.23027 -0.4 0.2 -0.1
H 6.45228 1.96445 1.77991 -0.5 -0.9 -0.3
C 5.19062 -6.40866 1.75826 0.7 2.1 0.9
C 3.94122 -4.47935 0.73694 1.8 -1.7 1.1
H -5.15333 -1.33946 -2.28858 0.6 -0.1 -0.6
H 7.18801 0.57832 2.51977 0.3 -0.3 0.2
H 4.74374 -4.40010 -6.59847 -0.6 0.0 0.5
H -7.01331 1.39943 0.66264 -0.3 0.7 0.1
H 4.23265 1.39821 -0.95669 -0.4 0.1 -0.3
H -3.34643 5.41779 3.28445 -0.2 0.4 0.1
O 2.49403 -6.34330 -4.48480 -0.5 -0.8 -0.2
H -2.17118 -0.25800 3.73302 -0.3 -0.9 -0.4
C -3.04397 4.38766 3.25148 1.8 -1.4 -0.4
C 4.07809 2.23835 -0.27843 -1.1 -1.1 0.1
H 2.78008 -0.09467 -3.91260 0.0 0.5 -0.1
H 2.90275 -6.90913 -1.52704 0.3 -0.3 0.8
H -0.11870 1.87928 0.16072 -1.0 -0.3 0.5
H -4.09586 2.23473 -3.11146 -0.4 0.0 0.5
H -4.05979 -4.99043 2.93121 -0.1 0.0 -0.4
O 5.27699 -5.07749 1.14233 -2.0 -0.4 0.8
H -2.14267 -1.69325 -0.52073 -0.4 -0.3 -0.2
H 4.56117 -6.53096 2.65572 -0.2 0.7 -0.5
H 2.54960 -2.98142 -1.05456 -0.2 0.3 0.3
H -6.10960 3.48818 -3.27793 0.0 0.7 -0.4
O -1.74388 1.58190 -3.86489 -0.4 -0.2 -0.4
C 2.68571 -5.96923 -3.36656 0.6 1.6 0.0
H -1.20064 -0.01862 -5.31515 0.5 0.3 0.2
H -3.54063 7.14320 1.00842 -0.6 0.0 0.2
H 3.32396 -0.51637 5.05246 0.5 0.3 0.9
N -0.18745 4.71403 -0.31998 0.9 0.0 -0.3
H -6.17921 5.12726 -2.54210 -0.4 0.2 0.3
H 2.11406 -1.42957 -5.31737 0.4 -0.3 0.3
C -4.24413 -2.36106 -4.15470 -0.6 1.9 1.6
H 2.15612 -3.07299 -7.63958 0.5 0.8 0.2
O -1.52553 6.92401 0.91086 0.0 0.3 0.3
O 0.42391 0.51386 4.98275 -1.0 0.1 -0.7
C -1.33901 6.87563 -0.47134 -0.4 0.1 -0.1
H 0.70388 6.56803 0.07350 -0.2 0.0 0.3
C -5.53099 4.33342 -2.86723 0.8 -0.7 -0.3
H 6.73219 0.36794 0.79392 -0.2 1.0 1.3
H 0.99014 0.07570 -0.79723 -0.1 0.0 0.3
C -2.11308 4.10345 2.00091 -2.2 -0.6 0.5
C -5.49265 -4.86934 -0.53076 0.4 0.2 -1.0
H 3.80252 -0.51652 -2.53596 0.4 0.5 -0.4
H 4.56402 -0.41557 -4.26577 -1.1 0.0 1.1
C -1.83541 0.69014 4.09518 0.5 0.1 0.3
H -1.78969 2.15677 0.48585 0.4 -0.6 -0.7
C -2.38574 -3.60304 3.39129 0.2 -1.7 1.4
C 3.67799 -2.72329 -6.12911 0.4 2.0 0.2
H -4.69012 -2.59866 -5.11345 0.2 -0.1 -0.5
H -0.02225 6.07323 -2.84164 -0.2 -0.5 0.0
C -0.95558 -0.99085 -4.90400 0.1 0.2 1.0
H -5.15354 0.53212 1.00261 0.3 -0.3 -0.8
H -4.19173 -4.31506 -3.79137 -0.5 -0.5 0.3
C -1.01410 2.34788 -3.27232 0.8 0.6 0.4
H -4.72274 -1.27062 1.02616 0.4 1.2 0.1
C 2.62191 2.75930 -0.25135 -0.5 -0.3 -1.2
H 4.76592 -4.28707 -1.70596 0.6 0.7 -0.4
C 0.58975 -3.72770 1.38947 2.0 -0.2 -1.0
N -3.85790 2.68103 -2.21998 0.4 -2.1 -0.3
H -4.40577 -3.63672 4.06810 0.2 -1.0 0.0
C -5.39112 -1.66055 -3.32156 0.9 0.2 -0.3
H 3.28126 -4.21113 1.58665 0.4 -0.4 -0.2
O 1.50486 -3.56415 2.47860 -0.7 0.8 -0.5
H -3.76995 1.95669 -1.48488 -0.2 -0.1 -0.8
H -4.99397 2.68713 0.23609 -0.1 0.0 -0.3
O -2.49700 -2.72579 2.51341 -0.1 0.5 -0.4
H 0.91768 1.79353 -4.21294 -0.7 -0.1 0.0
C 3.09110 -2.45837 -7.51853 -1.1 -0.9 0.6
O 4.27085 0.84194 2.83839 0.3 0.1 -0.8
H 2.88599 -1.39458 -7.67212 0.1 -0.3 -0.3
H 0.10441 -1.40537 -1.04728 0.2 0.0 0.5
H 1.00310 2.42237 -2.63043 0.2 0.1 1.0
C -0.02064 6.19576 -0.64680 0.4 -1.0 -0.4
H -2.75189 -3.67444 -3.70994 -0.6 0.5 0.1
H 0.76007 -4.74427 1.04594 -0.2 -0.2 -0.1
C 2.01768 -2.78683 5.41904 -0.6 0.6 -1.0
H 4.35057 4.56995 4.56987 -0.4 -0.3 -0.5
C 3.65151 4.31076 3.75630 -0.9 -0.1 0.0
H -0.43994 -3.56972 1.58120 -1.0 0.3 0.8
H -2.46246 4.07409 4.14120 -0.2 0.7 -0.3
C -1.12086 0.12368 -0.38962 0.0 1.4 1.4
C 3.65776 -0.65036 -3.60769 0.8 -1.2 -0.6
H 2.71544 -2.51965 6.22997 -0.4 0.0 -0.3
H -4.03103 -4.05665 -1.34391 -0.6 0.7 0.8
H -1.37800 0.42638 -1.39066 0.2 0.6 -0.4
H 4.63929 -2.16267 -6.02932 -0.7 0.1 -0.1
H 3.65895 -1.59540 -1.10761 0.0 -0.3 0.1
C -4.33807 -0.20611 0.97730 0.7 -0.8 0.1
C -2.65591 7.62137 1.41322 1.0 -0.7 0.8
C -2.22960 -0.77403 0.04843 0.0 0.5 1.5
O 2.41895 3.85251 0.34343 0.3 0.0 0.2
N 1.70608 3.11551 2.95258 -0.6 -1.1 0.3
H 2.91878 1.52550 7.11467 0.0 0.9 0.1
H -7.94905 0.84424 -0.61575 -0.6 0.9 -0.2
C -3.10715 -1.36915 -4.27160 0.3 0.2 0.3
O 5.04542 -1.08521 2.06081 0.0 -0.9 -0.6
```
Forces are in eV/Å.